Entry 1:
122
Properties=species:S:1:pos:R:3:mulliken_charge:R:1 method="wB97M-V/def2-TZVPD" de_lowest_kj_mol=0.0
O -7.67531 -29.79355 -8.59812 -0.54
O 1.20148 -34.72458 -5.67564 -0.56
O -5.02271 -30.23054 -9.68506 -0.24
O -3.87069 -29.70525 -6.86917 -0.70
O -5.12247 -33.68303 -10.28685 -0.20
O -1.13645 -30.85398 -11.75127 -0.55
O -7.70224 -31.92547 -6.61779 -0.05
O -7.75023 -32.82506 -9.78412 -0.63
O -6.38703 -34.09931 -5.21532 -0.38
O -2.10423 -33.35230 -6.29132 -0.73
O -2.69520 -33.27824 -11.72144 1.87
O -0.25737 -34.76733 -11.35130 -0.63
O -3.93499 -35.17818 -5.46286 -0.65
N -1.69692 -31.48622 -7.47833 0.18
N 0.07180 -32.73359 -6.94717 -0.17
C 0.92259 -35.88553 -6.06756 0.38
C 0.04475 -31.19730 -11.52786 0.98
C 0.12703 -31.73159 -10.13134 -1.01
C -5.23042 -28.87519 -5.33971 -1.48
C -6.90656 -35.31944 -3.17060 -1.67
C -0.52198 -36.12713 -6.50087 0.70
C -4.91004 -32.83092 -8.12354 3.64
C -8.34651 -33.88141 -11.82112 -1.35
C -8.19751 -32.65714 -10.91954 0.48
C 0.07111 -35.07847 -10.03338 -0.71
C -6.16590 -32.87203 -3.34394 -0.55
C -4.02985 -31.00579 -5.01370 -1.58
C -8.61536 -31.37445 -5.67714 -0.85
C -3.71122 -35.63835 -4.12717 -0.94
C -1.77477 -33.48255 -13.78374 -1.49
C -1.23110 -32.56979 -6.91986 0.23
C -6.84067 -34.08864 -4.03487 0.62
C -4.31690 -33.16265 -13.39520 -1.26
C -4.64264 -30.13759 -5.98384 1.60
C 1.10458 -30.14299 -11.72097 -1.63
C -7.51878 -31.49709 -11.65822 -0.77
C -3.94320 -30.41811 -10.56268 -0.18
C -4.72551 -33.96818 -9.11497 -0.28
C 1.92783 -36.09414 -7.22092 -1.30
C -3.44308 -34.73947 -8.93562 0.30
C -2.99949 -33.75991 -12.83737 0.87
C -9.04320 -29.93971 -8.75127 -0.97
H -5.45535 -34.70006 -8.84722 0.12
H -2.67374 -36.02233 -4.02305 0.32
H -4.43658 -31.02670 -3.96640 0.44
H -4.22090 -33.20373 -14.42847 0.65
H -7.40132 -34.40250 -11.94505 0.11
H -4.30123 -36.54467 -3.92846 0.40
H -2.64116 -31.20828 -7.20838 -0.87
H 0.20685 -30.90766 -9.40370 0.77
H -3.43150 -33.45854 -11.17741 -1.07
H -3.37296 -35.52527 -9.75421 0.60
H -1.68676 -31.58680 -11.82664 -0.27
H -3.31815 -34.45621 -5.67915 0.44
H 1.93537 -37.05326 -7.67267 0.39
H -8.40532 -33.13088 -9.17258 0.37
H -9.17965 -32.11475 -5.09334 0.35
H -5.22225 -33.69355 -13.04925 0.06
H -9.03864 -34.60416 -11.34978 0.38
H -7.65724 -35.14728 -2.40672 0.45
H 1.20442 -36.61428 -5.29451 0.24
H -4.28600 -30.44004 -11.57286 0.33
H -5.94636 -35.54445 -2.71163 0.34
H 0.96438 -29.29060 -11.02749 0.36
H -0.74806 -32.35154 -9.87387 -0.39
H 0.65760 -32.14936 -7.60479 0.21
H -3.33795 -35.20473 -7.94406 0.02
H -4.37170 -32.10988 -13.18083 0.12
H -5.59606 -30.99244 -9.83465 -0.39
H -1.92809 -33.91517 -14.74665 0.57
H -4.99023 -33.13746 -7.08110 -0.60
H -7.18703 -30.72738 -10.91563 0.31
H -3.77997 -34.92628 -3.30462 0.25
H -6.12412 -29.27695 -4.88342 0.30
H -1.62267 -32.37819 -13.99977 0.30
H -7.83071 -33.73404 -4.26481 0.24
H -9.56543 -29.42621 -7.94030 0.40
H -6.48749 -32.01650 -3.86597 -0.19
H -4.13919 -32.05202 -5.41311 0.15
H -3.40903 -31.29117 -10.31357 -0.26
H 1.16243 -35.05672 -10.12651 0.39
H -0.82459 -35.31293 -7.10135 -0.85
H -3.13925 -34.84185 -12.65106 0.25
H 2.13175 -30.56348 -11.69465 0.31
H -5.51226 -34.53790 -5.15800 0.22
H 0.90882 -32.41837 -10.13817 0.48
H -3.02951 -30.74405 -4.78834 0.65
H -5.85616 -32.24126 -8.27053 -1.07
H -4.37318 -29.05092 -7.40184 0.43
H -1.30050 -30.98056 -8.24586 0.36
H -1.13217 -34.50530 -11.51138 0.10
H -8.09307 -30.78673 -4.93793 0.22
H 2.88698 -35.94049 -6.73343 0.48
H -6.59624 -31.88220 -12.03636 -0.18
H -4.12824 -32.08217 -8.23045 -0.57
H -5.47383 -30.67853 -6.44820 -0.38
H -4.58681 -28.51225 -4.53190 0.37
H 0.55707 -33.58958 -6.47917 0.35
H -8.14032 -31.06459 -12.44209 0.51
H -9.34619 -30.71106 -6.19365 0.28
H -5.47066 -28.06780 -6.02685 0.45
H -9.37477 -30.95294 -8.65905 0.27
H -7.14607 -32.63383 -6.19933 0.05
H -1.24756 -36.10907 -5.65603 -0.56
H -9.33585 -32.43429 -10.77754 0.36
H -2.61986 -34.06561 -9.20272 -0.94
H -0.85287 -33.89941 -13.36881 0.25
H -6.55512 -32.56821 -2.37328 0.54
H 2.15626 -34.71370 -5.38526 0.35
H -0.68005 -37.07780 -6.99789 0.55
H 0.24057 -32.04367 -12.19621 0.07
H -7.39679 -30.36859 -7.87286 0.22
H -6.01324 -33.34732 -10.19813 -0.49
H -5.10081 -32.93700 -3.30838 0.20
H -0.26704 -34.40016 -9.29126 0.07
H 0.97971 -29.80962 -12.77091 0.44
H -3.29693 -29.54350 -10.51809 0.39
H -9.38275 -29.48339 -9.66972 0.32
H 1.83637 -35.23284 -7.95694 0.16
H -7.21161 -36.23280 -3.73750 0.32
H -8.69183 -33.56255 -12.77778 0.44
H -0.24121 -36.06098 -9.80093 0.49

Entry 2:
126
Properties=species:S:1:pos:R:3:mulliken_charge:R:1 method="wB97M-V/def2-TZVPD" de_lowest_kj_mol=0.0
O -2.74979 -0.06236 3.34897 -0.68
O 0.24590 -0.82626 -0.95779 0.78
O -5.91406 -2.66074 1.25087 -0.73
O -0.41788 5.11827 -0.25780 -0.51
O -5.11189 -0.24249 -1.99831 -0.63
O -0.82578 -1.94390 -3.28044 -0.45
O 3.77584 -0.60062 3.47284 -0.62
O 2.94503 -1.36841 -2.00830 -0.56
O -0.60241 4.28310 4.77928 -0.72
O -0.20120 -3.68653 -0.56152 -0.45
O 4.29214 0.70514 -3.27642 -0.57
O -3.79573 0.03327 -4.83280 -0.60
O 4.58432 2.93910 3.19408 -0.54
N -2.08510 -1.27765 5.16545 -0.36
N -2.13412 2.62364 4.51499 -0.25
N -5.06935 -4.59816 0.43599 -0.36
N 0.11311 2.22683 4.21178 -0.08
N -5.18718 -2.80736 -0.93677 -0.34
N -3.51669 -2.19042 3.67187 -0.34
C 2.69969 1.08826 -5.04423 -1.25
C -1.01573 -5.90646 0.19809 -1.48
C -0.17562 -4.67545 0.46887 0.72
C 3.33341 1.63713 -3.76701 0.32
C -5.37808 -3.27272 0.32451 0.68
C -0.65726 -4.04683 1.79463 -0.48
C -2.05315 1.59292 -4.20938 -0.36
C -1.46797 4.44975 -0.91847 1.02
C 2.27845 1.95406 -2.71822 -0.48
C 5.05263 4.63287 1.50026 -1.52
C -2.49281 4.02910 0.12582 -1.15
C -2.83169 0.97100 -5.37009 0.14
C -2.78556 -1.10261 4.01340 0.64
C -1.97665 0.04924 -6.24542 -1.23
C 4.04310 3.93796 2.37769 0.88
C 4.56148 -2.93739 -1.11529 -1.79
C -0.67316 -0.08859 -0.17105 0.98
C -0.15159 -0.08234 1.26249 1.13
C 4.12715 -0.58748 -0.09772 -1.22
C 3.53659 -1.81602 -0.81747 2.03
C 2.71937 -1.47773 3.13273 1.56
C 2.96614 3.18293 1.54098 -0.72
C 1.63580 -1.56060 4.21147 -1.19
C -0.86338 3.12136 4.47980 0.50
C 3.01792 -2.93298 2.71760 -1.21
C -2.06047 5.37649 -1.99342 -1.45
C -2.11110 -0.57140 -0.32811 -1.12
H -4.59627 0.53904 -4.65007 0.29
H 4.66868 5.29104 0.72262 0.34
H 3.42703 1.06495 -5.85832 0.34
H -2.68693 0.23724 -0.78509 0.13
H 4.82694 -0.87598 0.68977 0.48
H -5.46452 -1.84493 -1.12508 0.26
H -0.22348 -3.05068 1.87120 -0.61
H -1.93711 3.44438 0.86196 0.20
H 5.36840 -2.66717 -1.79651 0.38
H 2.38120 2.45937 2.12249 -0.12
H 0.88683 -4.91691 0.59636 0.13
H 4.04398 -3.82589 -1.48394 0.41
H 2.81770 -2.31698 -0.15863 -0.75
H -1.04943 -6.56343 1.06133 0.39
H -0.75785 -2.88792 -3.46441 0.19
H -3.29023 3.36980 -0.21703 0.31
H 2.69123 2.12135 -1.71834 0.00
H 1.30046 -0.55768 4.49926 0.17
H -1.01377 3.55918 -1.36357 -0.24
H 1.96313 -2.00422 5.15529 0.42
H 2.43141 -3.32609 1.89058 -0.03
H -0.40919 -4.70509 2.62518 0.54
H 5.79147 3.98617 1.01722 0.35
H 1.84818 1.64413 -5.44691 0.36
H 5.72395 5.25284 2.10490 0.39
H -1.73183 -3.87004 1.70674 0.27
H -1.22686 5.80252 -2.55256 0.40
H -0.55119 -6.45226 -0.62858 0.43
H -2.69214 2.35172 -3.74182 0.17
H -0.88182 0.45858 1.86648 0.14
H -3.37063 1.67707 -6.00400 0.49
H -4.45002 0.20613 -2.53847 0.22
H 3.94548 2.52760 -3.91481 0.36
H -0.04541 1.24345 4.07909 -0.08
H 4.76326 -0.04735 -0.80499 0.60
H 3.42379 2.57785 0.75641 0.15
H 5.04703 -3.33105 -0.21714 0.34
H -1.49687 -0.75107 -5.68950 0.08
H -1.45725 -0.55949 5.48133 0.22
H -2.13092 -1.52021 -0.85978 0.41
H -4.22615 -2.07136 2.96167 0.18
H 0.11332 -2.86644 -0.15909 0.02
H -1.20833 2.15655 -4.60715 0.49
H -3.51310 -2.96489 4.30222 0.14
H 2.24105 -0.99400 2.27419 -0.39
H 2.18123 3.82385 1.13123 0.33
H 1.06315 2.51629 4.35574 0.15
H 0.21886 -1.00689 1.69371 -1.26
H -1.96705 -5.55476 -0.20504 0.19
H 0.70074 0.60797 1.26910 -0.25
H 3.34455 0.09037 3.98320 0.30
H -2.45094 1.75083 4.11802 0.27
H -0.31904 -1.21062 -1.65447 -0.39
H 3.83471 -0.08900 -2.94335 0.43
H -2.81088 4.98207 0.55381 0.45
H -0.78061 5.88912 0.19511 0.34
H -2.10196 -2.14629 5.65997 0.15
H 3.14672 -3.61552 3.55832 0.43
H -5.30532 -5.00564 1.32414 0.22
H -5.60354 0.46980 -1.57162 0.30
H -0.55081 0.93118 -0.56788 -0.49
H 3.44171 0.18547 0.25036 -0.17
H -1.80524 0.92539 -3.38529 -0.22
H -4.63111 -5.08571 -0.31796 0.16
H 1.72007 2.86706 -2.93311 0.57
H -2.62790 6.16392 -1.49367 0.38
H 2.33266 0.06705 -4.92078 0.23
H -4.39503 -3.14065 -1.45572 0.18
H -2.63649 -0.59818 0.63007 0.28
H -1.46084 -1.60990 -3.92558 0.20
H 3.51794 4.73251 2.92383 0.19
H -2.69270 4.87002 -2.72457 0.29
H 1.61557 1.10552 -2.52168 -0.17
H -2.75314 3.30024 4.92653 0.20
H -1.28791 0.67027 -6.82551 0.40
H -2.57296 -0.39399 -7.04490 0.38
H 2.00796 -1.37625 -1.79510 0.15
H 3.84823 2.39121 3.46161 0.26
H 4.03066 -2.95804 2.29383 0.34
H 0.83278 -2.17743 3.80867 0.26

Entry 3:
Molecular formula: C27H81Cl2N3O9Zn
Method: DFT, wB97M-V/def2-TZVPD

XYZ file:
```
123
Properties=species:S:1:pos:R:3:mulliken_charge:R:1
Zn 2.11522 -1.01468 1.17929 2.91
Cl 3.10003 -2.36314 -0.24879 -0.81
Cl -0.11348 -0.67865 0.96816 -0.72
O 2.36047 0.34855 2.66870 0.69
O 5.18579 -0.71282 1.41146 -0.44
O -1.07420 -2.14745 3.55407 -0.68
O -1.74037 -4.46824 -2.68562 -0.57
O 2.58437 0.84495 -0.14317 -0.47
O 0.30154 -0.05247 4.63081 -0.15
O -1.66900 -3.50007 -0.15562 -0.71
O 2.33316 -2.56984 2.64340 -0.22
O 2.44902 -5.32948 1.90762 -0.50
N -1.80916 3.75504 4.18781 0.24
N 1.25067 0.23999 -5.85684 0.16
N -2.92063 0.80942 -2.14819 0.33
C -2.89387 4.67884 3.92888 -0.31
C -0.49286 -4.18642 0.27832 -0.62
C 3.48155 -2.62582 3.51225 -0.55
C -2.20022 2.79977 5.21529 -0.27
C -0.96081 -0.88921 -6.39252 -0.80
C 3.31208 1.61078 -5.79792 -1.06
C -2.17956 2.12510 2.33179 0.58
C -1.52334 -3.50719 -3.67109 -0.06
C -1.99790 3.39435 6.66500 -1.34
C -2.94506 0.08764 -3.39363 0.25
C 1.33092 -0.67216 -3.52217 -0.16
C 2.65279 0.28434 -6.10550 -0.44
C 0.61686 -0.92184 -6.52486 -0.64
C 0.83751 0.45438 -4.47957 -0.05
C -1.80568 2.86642 -1.18197 -1.56
C -3.26882 0.98027 -4.57765 -1.69
C 3.27663 1.42987 2.85182 -0.96
C -1.65529 1.50897 -1.86223 0.96
C -3.17093 -0.06529 -1.02196 1.07
C 1.66341 1.92638 -0.34637 0.15
C -1.22414 3.08168 3.00723 -1.21
C 6.19162 -0.00796 0.64560 -0.81
C 1.11064 -0.04280 5.76956 -0.72
C -4.60115 -0.43849 -0.93387 -1.60
C 2.86953 -5.73090 0.58293 -0.50
C -2.42218 -1.79982 3.21636 -0.26
C -2.52548 5.77268 2.88670 -1.32
H 3.15292 1.72716 -4.72230 0.10
H 1.96047 -6.12770 0.11446 0.25
H -1.45777 -4.09435 -4.64825 0.25
H 1.15518 1.46053 -4.22862 0.51
H 2.03978 -0.58891 5.70784 0.12
H -2.53731 3.42838 -1.79416 0.45
H 3.62635 -3.60179 3.95090 0.36
H 1.38226 1.00130 5.78603 0.30
H 2.41249 -0.70346 -3.26411 0.31
H 4.40878 1.54928 -5.95270 0.39
H -1.31927 -1.22061 -5.40104 -0.06
H 3.36479 -1.89970 4.32278 0.00
H 1.82175 -6.01133 2.13575 0.29
H 3.65161 -6.49516 0.63786 0.28
H 0.91463 -0.82959 -7.57235 0.48
H 3.98425 1.18589 3.64552 0.30
H -0.97028 3.62674 6.89387 0.31
H -0.87634 3.45991 -1.16879 0.31
H 2.19216 2.78890 -0.74394 0.35
H -3.03562 2.65543 1.97203 0.55
H 4.34432 -2.36052 2.91074 0.20
H -0.62764 -4.36171 1.34902 0.33
H 2.20072 -3.47858 2.35045 0.14
H 2.74857 2.35867 3.05736 0.31
H -2.40404 2.57866 7.29989 0.39
H -0.90426 3.86811 2.31739 0.33
H 4.96742 -1.45268 0.81520 0.08
H -2.45931 -1.17385 2.32429 -0.11
H 2.79278 2.39694 -6.36146 0.30
H 0.83663 -0.64282 -2.55732 -0.12
H -0.97149 0.84069 -1.33149 -0.60
H -2.51446 -0.94313 -1.13257 0.04
H -3.78002 4.14452 3.58090 0.35
H -0.49900 -1.93716 2.81365 -0.01
H 6.00812 -0.21233 -0.39591 0.30
H -2.08192 -0.56960 -3.51880 -0.23
H 3.18553 -0.52557 -5.53612 0.33
H 2.38573 0.27940 -0.89928 0.08
H -2.58532 5.45383 1.82943 0.22
H -2.42042 1.64062 -4.76325 0.24
H 6.10102 1.05929 0.79931 0.27
H -2.47682 1.33389 3.01041 0.03
H -2.59651 4.26151 6.85377 0.39
H -1.89912 -4.01293 -1.82799 0.39
H -0.13157 -0.89604 4.36855 0.34
H 3.90223 1.51237 1.97789 0.09
H 0.43801 -3.65246 0.09339 0.10
H -0.39939 2.55841 3.45994 0.22
H 1.11067 -1.68263 -3.92088 0.08
H -1.12644 1.76768 -2.80665 0.14
H -1.55760 1.93942 5.11125 0.05
H -1.58821 6.28632 3.01876 0.32
H -3.23120 2.49740 5.12365 0.29
H -1.30542 0.11316 -6.58033 0.30
H 7.21796 -0.27576 0.87554 0.26
H -3.41219 0.35133 -5.46651 0.36
H -3.17500 5.12731 4.86963 0.43
H 1.18596 2.11396 0.62555 0.05
H -1.30440 -1.57230 -7.18638 0.47
H -0.52803 -3.03798 -3.50205 0.11
H -3.03002 -2.71498 3.15025 0.28
H -5.00967 -0.82292 -1.87192 0.39
H -2.21936 2.82355 -0.17850 0.04
H -2.29534 -2.74886 -3.68610 0.02
H -1.72200 1.67589 1.44342 -0.85
H -1.53376 -2.58863 0.07799 0.08
H -0.49229 -5.12701 -0.22481 0.46
H 0.58084 -0.34140 6.66756 0.28
H 1.61030 0.33595 3.31008 -0.30
H -2.79037 -1.20610 4.08345 0.31
H -2.89377 0.44696 -0.08900 -0.53
H 1.10963 -1.83445 -6.10491 0.36
H 2.87923 0.06543 -7.16751 0.41
H -3.78362 -0.66160 -3.34065 0.44
H -4.15541 1.58633 -4.31871 0.43
H -3.33005 6.49934 2.98761 0.44
H -5.24506 0.37920 -0.64688 0.37
H -0.25012 0.52170 -4.52386 -0.90
H 3.24003 -4.91391 -0.02030 0.14
H 0.89804 1.60934 -1.03314 -0.54
H -4.71367 -1.26488 -0.22733 0.39
```

Number 1: orbital gap 0.3516 Eh. Number 2: orbital gap 0.3423 Eh. Number 3: orbital gap 0.3091 Eh.